Below is an isolated molecule of C21H41N5O11, with properties calculated with the ωB97M-V functional and the def2-TZVPD basis.

Geometry (Å):
O1 -6.030 4.723 -0.087
O2 2.778 -6.259 3.161
O3 1.982 0.684 -0.816
O4 -2.165 2.741 -2.298
O5 6.231 -3.425 0.191
O6 0.291 -5.474 1.946
O7 2.749 -4.218 -0.449
O8 -4.989 3.030 -2.023
O9 -0.633 1.596 -1.052
O10 -0.253 -1.957 -0.331
O11 1.218 -3.119 0.930
N1 -0.451 4.672 -0.941
N2 2.823 -0.846 1.370
N3 5.141 -4.810 2.326
N4 -3.540 0.447 -2.998
N5 -4.388 6.845 0.954
C1 -2.437 5.765 -0.031
C2 1.068 0.537 0.243
C3 3.864 -3.971 0.409
C4 1.079 -1.983 0.141
C5 3.219 -0.021 2.496
C6 -0.365 0.441 -0.285
C7 -1.901 -0.906 -1.736
C8 1.426 -0.758 1.009
C9 -3.865 5.578 0.482
C10 -4.126 3.606 -1.070
C11 -0.502 -0.829 -1.136
C12 5.104 -3.887 -0.493
C13 1.516 -5.425 1.264
C14 2.680 -5.199 2.238
C15 4.002 -5.082 1.461
C16 -2.167 0.383 -2.511
C17 -2.721 3.874 -1.629
C18 -1.953 1.585 -1.570
C19 -1.819 4.454 -0.519
C20 -4.741 4.932 -0.611
C21 1.532 -4.301 0.216
H1 -4.060 2.950 -0.186
H2 -1.068 0.378 0.561
H3 0.821 -0.819 1.920
H4 4.956 -3.970 2.867
H5 -6.486 4.129 -0.697
H6 1.877 -6.526 3.386
H7 6.305 -3.958 1.003
H8 4.275 -0.199 2.689
H9 -3.823 -0.456 -3.363
H10 3.380 -0.604 0.554
H11 -1.822 6.176 0.768
H12 0.028 -4.560 2.123
H13 -2.442 6.485 -0.853
H14 -1.975 -1.775 -2.391
H15 0.778 -4.482 -0.565
H16 1.641 -6.393 0.766
H17 5.283 -4.878 -0.935
H18 -3.862 4.900 1.343
H19 -2.657 1.490 -0.724
H20 -0.056 3.786 -1.241
H21 1.665 1.407 -1.370
H22 -0.429 5.305 -1.735
H23 4.190 -6.038 0.958
H24 1.141 1.404 0.920
H25 -4.605 2.188 -2.315
H26 3.722 -3.008 0.923
H27 -2.634 -1.018 -0.935
H28 -5.334 6.703 1.293
H29 -1.425 0.475 -3.322
H30 -3.592 1.115 -3.760
H31 0.247 -0.781 -1.945
H32 -1.781 3.738 0.311
H33 2.496 -4.251 2.774
H34 4.905 -3.181 -1.302
H35 5.237 -5.577 2.984
H36 -4.437 7.507 0.185
H37 -2.805 4.599 -2.448
H38 -4.803 5.606 -1.484
H39 2.646 -0.327 3.372
H40 1.773 -2.021 -0.717
H41 3.071 1.054 2.338

As for the calculated total energy: -52415.7423 eV. Its SMILES is CN[C@@H]1[C@@H](O[C@H]2O[C@H](CO)[C@@H](N)[C@H](O)[C@H]2O)O[C@H]2C[C@@H](N)[C@H](O[C@H]3[C@H](O)[C@@H](O)[C@H](N)C[C@@H]3N)O[C@@H]2[C@@H]1O. Its LUMO energy is 0.48 eV. Its frontier orbital gap is 9.59 eV.

Below is a cluster of 5 separate species, C21H42B2N6O7P in total at a distorted geometry, with properties calculated with the ωB97M-V functional and the def2-TZVPD basis.

Geometry (Å):
P1 4.079 -0.738 3.108
O1 5.261 0.127 3.896
O2 3.393 -3.893 -3.935
O3 4.837 -0.196 -1.669
O4 -5.523 1.784 -3.265
O5 -2.872 0.693 4.185
O6 -5.007 1.193 2.383
O7 -1.667 -2.348 3.289
N1 2.746 -4.804 -1.995
N2 -5.420 0.097 0.469
N3 4.474 1.840 -2.528
N4 -3.288 1.921 -3.264
N5 0.748 1.583 4.131
N6 -1.877 -1.197 1.186
C1 4.045 2.810 -3.520
C2 -4.385 0.375 -4.828
C3 3.541 -3.975 -2.726
C4 -1.937 1.605 -3.687
C5 -0.061 -0.366 3.006
C6 -1.937 3.053 3.948
C7 1.292 -0.793 2.854
C8 2.382 -0.012 3.351
C9 3.873 -0.127 -3.867
C10 4.457 -0.510 1.275
C11 3.057 2.067 4.581
C12 -0.296 0.855 3.665
C13 4.590 -3.178 -1.994
C14 -4.459 1.407 -3.731
C15 4.431 0.485 -2.605
C16 2.036 1.197 3.995
C17 -7.300 1.044 1.712
C18 3.870 2.527 5.341
C19 -6.234 -0.455 -0.603
C20 2.767 -5.037 -0.564
C21 -5.827 0.789 1.555
B1 -1.763 1.457 3.932
B2 -1.234 -1.317 2.460
H1 -3.450 0.630 3.392
H2 4.473 0.171 -4.727
H3 -3.414 2.605 -2.533
H4 3.578 -0.030 0.806
H5 -1.378 1.229 -2.827
H6 5.634 0.758 3.257
H7 -3.910 0.799 -5.714
H8 -3.830 -0.500 -4.487
H9 -4.422 -0.035 0.427
H10 -5.908 -0.014 -1.546
H11 2.836 0.182 -4.008
H12 3.274 3.445 -3.079
H13 1.464 -1.755 2.344
H14 -1.458 2.518 -4.046
H15 -1.410 -2.119 4.195
H16 0.587 2.461 4.624
H17 -1.610 3.372 4.972
H18 5.336 0.140 1.122
H19 -1.254 3.552 3.227
H20 -7.673 1.628 0.869
H21 1.790 -4.777 -0.151
H22 3.534 -4.448 -0.070
H23 4.558 2.915 6.086
H24 -7.290 -0.254 -0.457
H25 -2.852 -1.471 1.258
H26 -7.470 1.608 2.625
H27 -5.392 0.064 -5.093
H28 5.138 -2.569 -2.703
H29 4.858 2.181 -1.661
H30 2.069 -5.304 -2.551
H31 5.294 -3.848 -1.496
H32 -7.840 0.099 1.781
H33 2.955 -6.097 -0.383
H34 -6.071 -1.534 -0.638
H35 4.899 3.432 -3.793
H36 4.118 -2.518 -1.267
H37 -1.923 0.860 -4.475
H38 4.578 -1.509 0.821
H39 3.900 -1.210 -3.788
H40 -2.993 3.332 3.800
H41 3.651 2.332 -4.410
H42 -1.769 -0.283 0.758

Its total charge is +1. As for the calculated total energy: -56370.6590 eV. Its LUMO energy is -4.25 eV. Its frontier orbital gap is 6.90 eV.

Below is a structure of composition C21H42CoN3OS, with properties calculated with the ωB97M-V functional and the def2-TZVPD basis.

Geometry (Å):
Co1 0.209 -0.087 0.839
S1 -0.580 -2.843 -0.485
O1 -0.596 -1.263 -0.411
N1 -0.465 -0.650 2.853
N2 2.206 -0.009 1.077
N3 -0.553 0.145 6.617
C1 -0.522 1.976 -0.109
C2 -0.232 2.594 1.258
C3 -1.178 1.307 -2.846
C4 -1.522 0.888 -4.249
C5 -2.962 1.641 0.507
C6 -3.622 1.500 -2.294
C7 0.457 -3.202 -1.897
C8 0.135 1.611 -2.491
C9 3.351 -0.041 1.186
C10 4.801 -0.097 1.318
C11 -1.856 1.687 -0.489
C12 -2.190 1.484 -1.890
C13 -2.608 -2.603 -2.410
C14 -0.710 -0.642 5.338
C15 -0.261 0.144 4.097
C16 5.441 -1.042 0.286
C17 1.920 -2.930 -1.589
C18 0.450 2.029 -1.130
C19 1.232 1.609 -3.498
C20 1.793 2.611 -0.874
C21 -2.220 -3.261 -1.095
H1 -1.497 1.740 -4.934
H2 -0.808 0.153 -4.618
H3 -3.674 -2.752 -2.576
H4 1.822 3.605 -1.344
H5 -1.111 1.005 6.627
H6 2.013 2.754 0.179
H7 -0.039 3.663 1.141
H8 5.096 -2.066 0.420
H9 -2.617 1.320 1.488
H10 0.657 2.186 1.755
H11 2.272 -3.536 -0.754
H12 5.016 -0.418 2.341
H13 6.517 -1.023 0.435
H14 -1.077 2.499 1.933
H15 -0.868 -0.414 7.420
H16 0.879 1.410 -4.502
H17 -1.448 -0.914 2.787
H18 0.079 -2.603 -2.726
H19 -2.509 0.440 -4.313
H20 1.981 0.849 -3.245
H21 -2.201 -4.354 -1.156
H22 -2.887 -3.000 -0.273
H23 0.796 0.406 4.163
H24 2.091 -1.874 -1.369
H25 -4.041 0.484 -2.286
H26 -3.393 2.643 0.635
H27 -1.765 -0.911 5.275
H28 -3.737 1.876 -3.308
H29 -4.233 2.108 -1.631
H30 -0.828 1.071 4.003
H31 1.757 2.567 -3.512
H32 -2.408 -1.530 -2.389
H33 5.233 -0.718 -0.732
H34 0.034 -1.537 2.942
H35 5.174 0.925 1.215
H36 -2.086 -3.047 -3.254
H37 0.420 0.405 6.810
H38 0.268 -4.258 -2.112
H39 -0.131 -1.556 5.468
H40 -3.772 0.991 0.187
H41 2.589 2.039 -1.350
H42 2.521 -3.187 -2.459

Its total charge is +4. As for the calculated total energy: -77399.4816 eV. The expectation value of S² is 6.03. Its LUMO energy (spin up / spin down) is -10.73 / -14.25 eV. Its frontier orbital gap (spin up / spin down) is 9.77 / 6.32 eV. The multiplicity is 5.

Below is a cluster of 7 separate species, C21H42F15N3O9P in total at a distorted geometry, with properties calculated with the ωB97M-V functional and the def2-TZVPD basis.

Geometry (Å):
P1 1.937 1.777 0.511
F1 1.275 1.387 1.932
F2 2.407 -6.020 2.999
F3 0.901 3.021 0.547
F4 -3.116 0.472 -6.034
F5 2.607 2.309 -0.885
F6 -4.198 -0.216 -4.361
F7 -2.125 -0.867 -4.722
F8 1.739 -5.238 4.919
F9 -0.995 -2.978 -0.645
F10 -1.764 -1.552 -2.087
F11 2.883 0.466 0.606
F12 3.033 2.673 1.322
F13 -1.594 -0.970 -0.043
F14 0.489 -5.084 3.144
F15 0.927 0.923 -0.424
O1 -4.382 -1.619 -1.248
O2 3.979 -0.136 6.959
O3 2.528 -1.341 -3.812
O4 1.512 -2.511 3.414
O5 3.631 -3.379 3.568
O6 -1.271 1.870 -4.072
O7 -2.915 2.439 0.277
O8 -3.780 -3.774 -0.885
O9 -3.385 2.359 -3.573
N1 -2.679 4.012 -1.410
N2 3.491 -0.206 -2.005
N3 4.203 -0.919 4.752
C1 -3.447 -2.523 -0.588
C2 2.361 -3.634 3.130
C3 -0.112 1.073 -3.882
C4 1.457 -1.799 -1.785
C5 -3.247 3.504 -0.076
C6 -4.322 4.390 0.525
C7 -1.968 -2.029 -0.837
C8 0.589 -2.159 2.407
C9 1.764 -4.987 3.603
C10 -2.558 1.312 -3.724
C11 2.545 -1.199 -2.634
C12 3.580 -0.859 6.110
C13 1.061 1.812 -4.512
C14 -0.796 -1.813 3.005
C15 -4.369 -0.270 -0.793
C16 -1.200 4.252 -1.308
C17 2.326 -1.695 6.230
C18 -2.956 0.193 -4.705
C19 3.834 0.246 3.871
C20 4.359 0.459 -3.025
C21 -5.503 0.477 -1.501
H1 -4.628 -0.286 0.272
H2 -3.398 0.141 -1.077
H3 -4.796 5.055 -0.194
H4 0.074 0.844 -2.823
H5 0.607 -1.212 -2.148
H6 5.014 -0.295 -3.458
H7 -3.541 -2.497 0.514
H8 1.964 1.209 -4.396
H9 -0.694 -1.219 3.914
H10 2.940 0.009 3.288
H11 3.789 0.989 -3.778
H12 0.854 2.028 -5.561
H13 -1.495 -1.399 2.275
H14 0.389 -2.851 1.588
H15 3.987 -1.840 4.305
H16 5.039 1.134 -2.508
H17 4.035 -0.700 -1.295
H18 -0.715 3.571 -0.617
H19 3.515 1.080 4.489
H20 -0.276 0.114 -4.374
H21 1.297 -2.866 -1.887
H22 -3.807 4.954 1.305
H23 -2.962 3.276 -2.078
H24 0.890 -1.213 1.944
H25 2.530 -3.766 2.055
H26 5.208 -0.826 4.898
H27 2.055 -1.754 7.282
H28 1.565 -1.128 5.691
H29 -3.116 4.868 -1.737
H30 4.534 0.416 3.059
H31 1.279 2.798 -4.095
H32 -2.374 0.879 -2.726
H33 -5.328 1.500 -1.155
H34 -5.440 0.310 -2.571
H35 -0.676 4.111 -2.252
H36 -5.103 3.750 0.929
H37 -1.094 5.295 -1.018
H38 1.545 -1.487 -0.744
H39 2.444 -2.704 5.840
H40 -1.443 -2.661 3.262
H41 3.090 0.593 -1.488
H42 -6.491 0.133 -1.190

Its total charge is -1. As for the calculated total energy: -95409.5862 eV. Its LUMO energy is 1.33 eV. Its frontier orbital gap is 4.51 eV.

Below is a cluster of 2 separate species, C21H42F2NO3 in total at a distorted geometry, with properties calculated with the ωB97M-V functional and the def2-TZVPD basis.

Geometry (Å):
F1 -2.743 1.435 3.662
F2 1.115 1.758 -2.210
O1 -4.434 1.661 -2.738
O2 -4.984 3.471 -1.409
O3 1.065 -3.139 -2.245
N1 -1.901 0.901 2.709
C1 -1.261 0.899 0.190
C2 0.919 3.054 -0.121
C3 -4.550 1.754 1.144
C4 -5.075 1.249 -0.274
C5 -2.725 -1.071 1.173
C6 -1.236 -2.001 -2.170
C7 -0.839 -1.549 -0.663
C8 -1.844 1.706 1.443
C9 4.063 -0.743 -0.869
C10 0.011 -2.528 -3.025
C11 -1.177 1.710 -1.181
C12 0.172 2.524 -1.429
C13 -2.175 -0.556 2.569
C14 3.674 -1.992 -0.073
C15 -4.833 2.247 -1.484
C16 6.388 -2.773 1.290
C17 3.315 0.509 -0.429
C18 5.451 -1.676 1.779
C19 3.985 -1.932 1.425
C20 -3.182 2.571 1.148
C21 -1.977 -0.509 -0.129
H1 -3.860 -0.956 1.032
H2 -2.964 -0.828 3.362
H3 4.176 -2.858 -0.516
H4 1.228 2.254 0.624
H5 2.235 0.371 -0.528
H6 5.779 -0.710 1.383
H7 -0.173 0.631 0.469
H8 1.867 3.591 -0.474
H9 0.188 -1.070 -0.752
H10 3.844 -0.924 -1.928
H11 -1.251 -1.174 2.865
H12 -1.057 2.523 1.657
H13 1.794 -2.476 -2.245
H14 -3.253 3.289 2.048
H15 3.605 1.360 -1.050
H16 7.414 -2.558 1.600
H17 -3.050 3.281 0.255
H18 0.439 -1.721 -3.726
H19 -2.559 -2.211 1.167
H20 -4.515 0.918 1.933
H21 -5.355 2.476 1.541
H22 -0.108 3.441 -2.065
H23 -1.215 0.915 -2.016
H24 -6.218 1.142 -0.176
H25 3.539 0.765 0.610
H26 -2.044 2.410 -1.398
H27 2.599 -2.171 -0.197
H28 6.383 -2.854 0.201
H29 5.537 -1.605 2.868
H30 6.105 -3.742 1.710
H31 3.370 -1.156 1.896
H32 5.141 -0.568 -0.807
H33 3.671 -2.879 1.879
H34 -3.596 1.177 -2.534
H35 -0.403 -3.335 -3.736
H36 -0.780 -2.492 -0.034
H37 -0.956 0.985 3.143
H38 -2.655 -0.334 -1.030
H39 0.280 3.879 0.368
H40 -1.703 -1.141 -2.773
H41 -1.993 -2.849 -2.109
H42 -4.707 0.222 -0.598

Its total charge is +1. As for the calculated total energy: -35514.3013 eV. Its LUMO energy is -3.44 eV. Its frontier orbital gap is 9.25 eV.

Below is a cluster of 3 separate species, C21H42FNO11P2 in total at a distorted geometry, with properties calculated with the ωB97M-V functional and the def2-TZVPD basis.

Geometry (Å):
P1 1.687 -4.681 -2.431
P2 -2.925 5.182 -0.095
F1 3.513 -1.811 1.366
O1 -3.680 3.718 -0.094
O2 -3.836 6.086 0.653
O3 -1.725 4.930 0.974
O4 0.797 -3.814 -1.616
O5 2.913 -4.990 -1.412
O6 0.932 3.383 5.004
O7 2.717 -4.959 -3.655
O8 3.076 3.191 4.304
O9 0.924 -6.141 -2.487
O10 4.861 2.311 3.136
O11 -1.861 4.848 -1.273
N1 -0.302 -1.238 2.815
C1 -2.212 4.486 -2.602
C2 -2.464 4.978 3.295
C3 -1.667 5.660 2.201
C4 -5.466 3.643 -1.786
C5 -2.887 5.606 -3.377
C6 3.696 2.357 3.408
C7 1.738 2.847 4.295
C8 2.651 1.483 2.787
C9 1.640 -4.091 -5.689
C10 3.160 -0.903 2.356
C11 2.236 -5.058 0.929
C12 -5.083 3.608 -0.320
C13 4.209 -1.018 3.462
C14 0.106 1.203 2.983
C15 -0.484 -6.234 -2.681
C16 2.329 -5.251 -4.990
C17 3.005 0.482 1.738
C18 -0.905 -6.122 -4.133
C19 -0.263 -0.099 3.746
C20 3.006 -4.322 -0.150
C21 1.452 1.758 3.301
H1 2.763 -5.967 1.224
H2 -0.781 -7.212 -2.300
H3 0.272 -2.011 3.108
H4 5.140 -1.416 3.070
H5 1.741 -6.170 -5.016
H6 -1.005 -5.485 -2.081
H7 -0.613 -5.158 -4.555
H8 2.193 -1.192 2.756
H9 -5.622 4.384 0.227
H10 -3.445 4.650 2.953
H11 -1.251 -1.538 2.672
H12 -1.993 6.688 2.053
H13 0.347 -0.277 4.630
H14 2.681 -3.290 -0.237
H15 -1.274 4.234 -3.099
H16 -6.546 3.539 -1.904
H17 2.190 0.419 1.014
H18 0.934 -3.580 -5.029
H19 -1.282 0.043 4.105
H20 3.880 0.784 1.167
H21 -3.612 6.146 -2.763
H22 -2.149 6.333 -3.717
H23 -0.451 -6.906 -4.739
H24 2.118 -4.426 1.811
H25 -2.795 3.564 -2.598
H26 3.813 -1.668 4.239
H27 -1.940 4.087 3.647
H28 -5.386 2.649 0.103
H29 1.246 -5.365 0.590
H30 -1.988 -6.215 -4.228
H31 3.252 -5.481 -5.524
H32 0.075 1.022 1.914
H33 1.107 -4.439 -6.574
H34 -3.394 5.210 -4.257
H35 2.372 -3.350 -6.011
H36 -2.605 5.650 4.143
H37 -4.993 2.830 -2.339
H38 -5.166 4.584 -2.250
H39 -0.615 1.963 3.279
H40 4.063 -4.291 0.119
H41 -0.617 5.706 2.493
H42 4.447 -0.074 3.945

As for the calculated total energy: -67768.8446 eV. Its SMILES is C[C@H](F)CC1=C(CCN)C(=O)OC1=O.CCOP(=O)(OCC)OCC.CCOP(=O)(OCC)OCC. Its LUMO energy is -0.50 eV. Its frontier orbital gap is 9.17 eV.